DFT (ωB97M-V/def2-TZVPD) results for a 8-piece molecular cluster, C71H68I2N9O19PS overall at a distorted geometry.

Structure (XYZ):
```
171
C71H68I2N9O19PS, DFT ωB97M-V/def2-TZVPD
C 6.334 -0.465 1.238
C 5.273 0.656 0.811
C 4.006 0.538 1.745
O 2.750 0.656 1.069
C 2.454 2.027 0.749
C 1.234 2.614 1.530
C 1.507 3.057 2.924
C 0.424 3.640 3.694
C -0.917 3.795 3.102
C -1.239 3.381 1.740
C -0.119 2.767 0.963
C -0.368 2.262 -0.514
O -1.284 1.152 -0.398
C -0.805 -0.021 -1.063
C 0.186 -0.896 -0.185
O -0.348 -2.209 0.026
C 0.200 -2.850 1.178
C -1.008 -3.648 1.871
N -2.506 3.518 1.038
C -2.498 4.714 0.168
I -1.871 6.592 1.094
C -2.859 4.713 -1.146
C -2.878 6.024 -2.001
I -3.447 2.875 -2.147
C -3.671 3.665 1.895
C -4.983 3.375 1.261
C -6.244 3.525 2.007
C -7.567 3.256 1.272
C -8.508 4.401 1.158
C -9.762 4.152 0.409
C -9.950 2.814 -0.147
N -9.119 1.738 -0.037
C -7.970 1.994 0.652
C -6.297 3.928 3.431
P -7.851 4.135 4.444
O -7.363 4.101 6.067
O -8.978 2.923 4.122
C -4.980 4.216 4.053
C -3.719 4.104 3.289
S -2.186 4.541 4.163
H 6.999 -0.775 0.388
H 5.839 -1.398 1.619
H 6.996 -0.094 2.075
H 5.065 0.528 -0.282
H 5.828 1.634 0.929
H 4.014 -0.468 2.241
H 4.132 1.293 2.581
H 3.352 2.633 1.081
H 2.399 2.199 -0.366
H 2.543 2.918 3.325
H 0.639 3.934 4.747
H -0.761 3.108 -1.134
H 0.565 1.874 -0.994
H -1.701 -0.683 -1.253
H -0.371 0.241 -2.064
H 1.121 -1.028 -0.821
H 0.528 -0.378 0.748
H 0.968 -3.642 0.925
H 0.603 -2.152 1.955
H -1.913 -3.680 1.208
H -1.269 -3.120 2.825
H -0.698 -4.692 2.169
H -3.356 6.842 -1.384
H -3.554 5.894 -2.892
H -1.859 6.373 -2.311
H -5.093 3.036 0.207
H -8.267 5.391 1.619
H -10.500 4.979 0.299
H -10.895 2.655 -0.736
H -7.247 1.139 0.754
H -6.804 3.297 6.156
H -8.863 2.135 4.691
H -4.990 4.528 5.128
O 9.618 -1.759 1.755
N 9.758 -1.855 0.544
O 9.069 -2.556 -0.175
C 10.830 -1.076 -0.083
C 11.657 -0.294 0.711
C 12.686 0.424 0.119
C 12.878 0.359 -1.256
C 12.038 -0.419 -2.044
C 11.009 -1.142 -1.459
H 11.517 -0.236 1.783
H 13.342 1.033 0.730
H 13.687 0.917 -1.716
H 12.189 -0.464 -3.116
H 10.363 -1.747 -2.082
O -3.914 -5.593 -4.798
N -3.598 -5.400 -3.638
O -2.806 -6.089 -3.015
C -4.214 -4.267 -2.940
C -5.147 -3.482 -3.604
C -5.745 -2.425 -2.934
C -5.405 -2.157 -1.613
C -4.462 -2.942 -0.960
C -3.862 -4.003 -1.623
H -5.419 -3.683 -4.633
H -6.480 -1.809 -3.440
H -5.878 -1.334 -1.090
H -4.198 -2.728 0.069
H -3.131 -4.610 -1.105
O -3.331 -13.360 -3.326
N -3.232 -12.227 -3.766
O -3.808 -11.819 -4.759
C -2.355 -11.292 -3.052
C -1.652 -11.731 -1.937
C -0.806 -10.851 -1.279
C -0.670 -9.544 -1.733
C -1.384 -9.111 -2.844
C -2.231 -9.986 -3.509
H -1.751 -12.746 -1.576
H -0.248 -11.184 -0.412
H -0.003 -8.860 -1.220
H -1.278 -8.091 -3.192
H -2.781 -9.640 -4.375
O 13.391 -3.346 -3.185
N 12.531 -3.355 -4.047
O 11.335 -3.456 -3.829
C 12.963 -3.241 -5.444
C 14.318 -3.160 -5.735
C 14.725 -3.076 -7.059
C 13.779 -3.067 -8.078
C 12.424 -3.138 -7.776
C 12.011 -3.226 -6.454
H 15.062 -3.166 -4.949
H 15.780 -3.019 -7.299
H 14.100 -3.007 -9.112
H 11.691 -3.128 -8.573
H 10.953 -3.283 -6.230
O 14.301 -1.339 4.818
N 13.101 -1.232 4.643
O 12.589 -0.582 3.747
C 12.208 -1.927 5.574
C 12.749 -2.647 6.631
C 11.899 -3.285 7.524
C 10.522 -3.202 7.353
C 9.990 -2.488 6.287
C 10.834 -1.845 5.391
H 13.820 -2.718 6.772
H 12.309 -3.844 8.355
H 9.860 -3.697 8.055
H 8.916 -2.429 6.155
H 10.409 -1.289 4.565
O -3.594 9.981 -1.769
N -4.239 9.834 -2.792
O -3.753 9.651 -3.895
C -5.702 9.886 -2.690
C -6.292 10.129 -1.457
C -7.675 10.200 -1.368
C -8.455 10.025 -2.504
C -7.856 9.772 -3.732
C -6.473 9.702 -3.829
H -5.692 10.267 -0.566
H -8.146 10.396 -0.412
H -9.535 10.087 -2.433
H -8.468 9.633 -4.615
H -6.016 9.507 -4.791
O -16.659 -0.804 2.974
N -15.741 -1.238 2.299
O -15.733 -2.334 1.768
C -14.563 -0.382 2.119
C -14.520 0.860 2.740
C -13.393 1.656 2.586
C -12.327 1.212 1.814
C -12.383 -0.028 1.189
C -13.505 -0.831 1.340
H -15.346 1.214 3.342
H -13.345 2.624 3.071
H -11.446 1.833 1.701
H -11.549 -0.368 0.586
H -13.538 -1.797 0.852
```

Properties
gap between HOMO and LUMO: 7.300 eV
highest occupied orbital energy: -0.2944 Ha
total charge: 0



DFT (ωB97M-V/def2-TZVPD) results for a 10-piece molecular cluster, C71H79ClF3N11O4S2 overall at a distorted geometry.

Structure (XYZ):
```
171
C71H79ClF3N11O4S2, DFT ωB97M-V/def2-TZVPD
C 8.773 -1.980 -0.031
C 9.146 -0.818 -1.074
C 10.211 -1.242 -2.203
C 9.373 -1.741 -3.514
N 8.614 -2.962 -3.095
C 7.505 -3.307 -4.009
C 7.561 -4.668 -4.822
C 6.373 -5.040 -5.762
C 5.105 -4.156 -5.961
C 5.043 -2.829 -5.164
C 6.238 -2.439 -4.209
S 5.987 -0.831 -3.285
C 4.167 -0.938 -2.863
C 3.624 -0.474 -1.490
C 2.111 -0.639 -1.207
C 1.506 -0.177 0.197
C 2.607 -0.153 1.391
C 1.873 0.613 2.634
C 0.745 -0.307 3.320
S 1.419 -1.671 4.385
O 2.929 -1.688 4.467
O 0.805 -1.489 5.755
Cl 0.759 -3.560 3.713
C 1.190 -1.281 -2.304
C -0.381 -1.510 -2.026
O -0.843 -2.856 -2.327
C -0.292 -3.822 -1.460
F 0.179 -3.318 -0.227
F -1.228 -4.857 -1.130
F 0.784 -4.495 -2.131
C 1.749 -1.717 -3.691
C 3.276 -1.563 -4.005
N 3.838 -1.984 -5.304
C 4.041 -0.841 -6.254
O 3.600 0.436 -5.753
C 4.542 1.498 -6.067
C 3.843 2.893 -6.466
C 3.886 3.984 -5.265
H 8.184 -2.853 -0.503
H 8.055 -1.508 0.742
H 9.684 -2.443 0.479
H 9.579 0.079 -0.493
H 8.193 -0.472 -1.596
H 10.828 -2.145 -1.871
H 10.930 -0.393 -2.501
H 8.720 -0.857 -3.819
H 10.117 -1.944 -4.368
H 9.256 -3.774 -3.000
H 8.476 -5.353 -4.705
H 6.408 -6.026 -6.334
H 4.222 -4.412 -6.630
H 4.392 -0.037 -0.756
H 1.123 0.911 0.087
H 0.668 -0.887 0.510
H 2.922 -1.207 1.723
H 3.496 0.499 1.097
H 2.627 1.057 3.370
H 1.321 1.503 2.140
H 0.117 0.396 3.987
H 0.031 -0.797 2.566
H -0.923 -0.814 -2.774
H -0.704 -1.127 -0.987
H 1.085 -2.162 -4.519
H 5.130 -0.874 -6.600
H 3.392 -1.067 -7.189
H 5.132 1.698 -5.090
H 5.274 1.240 -6.911
H 4.463 3.360 -7.325
H 2.766 2.796 -6.830
H 2.806 4.217 -4.947
H 4.356 4.954 -5.666
H 4.462 3.615 -4.343
C -5.622 0.042 -0.061
C -4.771 1.134 -0.144
C -3.407 0.899 -0.186
N -2.857 -0.327 -0.147
C -3.704 -1.367 -0.066
C -5.083 -1.236 -0.022
H -6.697 0.185 -0.027
H -5.159 2.145 -0.175
H -2.700 1.720 -0.253
H -3.235 -2.345 -0.034
H -5.719 -2.110 0.042
C -5.286 -1.153 4.255
C -6.226 -0.800 5.212
C -6.660 0.515 5.251
N -6.222 1.472 4.417
C -5.312 1.104 3.501
C -4.817 -0.184 3.379
H -4.922 -2.173 4.191
H -6.612 -1.530 5.913
H -7.397 0.838 5.979
H -4.973 1.897 2.842
H -4.084 -0.424 2.618
C -2.453 3.430 6.722
C -1.610 4.531 6.661
C -0.243 4.310 6.639
N 0.318 3.090 6.675
C -0.520 2.042 6.735
C -1.900 2.158 6.759
H -3.529 3.563 6.740
H -2.007 5.539 6.632
H 0.457 5.138 6.588
H -0.040 1.068 6.766
H -2.528 1.276 6.805
C -10.938 3.337 2.296
C -11.365 2.415 1.350
C -10.586 1.290 1.133
N -9.437 1.040 1.782
C -9.045 1.950 2.691
C -9.754 3.104 2.983
H -11.522 4.229 2.495
H -12.283 2.566 0.796
H -10.880 0.540 0.406
H -8.112 1.724 3.198
H -9.392 3.802 3.729
C 12.148 -3.396 -8.900
C 11.275 -4.061 -8.051
C 10.424 -3.303 -7.263
N 10.394 -1.965 -7.270
C 11.249 -1.344 -8.098
C 12.138 -2.008 -8.928
H 12.830 -3.953 -9.534
H 11.257 -5.143 -8.002
H 9.720 -3.777 -6.586
H 11.205 -0.260 -8.080
H 12.805 -1.456 -9.578
C 3.116 -8.808 -4.471
C 3.615 -8.857 -5.764
C 4.982 -8.721 -5.944
N 5.855 -8.541 -4.940
C 5.345 -8.496 -3.699
C 3.995 -8.625 -3.414
H 2.052 -8.912 -4.289
H 2.958 -8.998 -6.614
H 5.421 -8.756 -6.937
H 6.071 -8.347 -2.906
H 3.640 -8.582 -2.392
C -10.980 7.982 5.993
C -11.166 7.463 4.720
C -10.471 6.316 4.371
N -9.622 5.676 5.195
C -9.460 6.202 6.420
C -10.111 7.341 6.864
H -11.507 8.878 6.303
H -11.836 7.938 4.015
H -10.587 5.871 3.389
H -8.768 5.668 7.063
H -9.942 7.719 7.865
C -17.537 1.450 1.573
C -17.031 1.403 0.282
C -15.665 1.552 0.107
N -14.799 1.743 1.116
C -15.314 1.786 2.354
C -16.664 1.644 2.634
H -18.600 1.336 1.750
H -17.683 1.255 -0.570
H -15.221 1.520 -0.883
H -14.593 1.943 3.150
H -17.024 1.685 3.654
C 5.433 4.452 8.455
C 6.046 4.924 7.304
C 5.356 4.827 6.106
N 4.127 4.298 5.993
C 3.556 3.846 7.122
C 4.162 3.902 8.368
H 5.941 4.512 9.412
H 7.038 5.359 7.336
H 5.793 5.185 5.179
H 2.564 3.421 7.001
H 3.654 3.524 9.246
```

Properties
gap between HOMO and LUMO: 7.117 eV
highest occupied orbital energy: -0.2806 Ha
total charge: 0